Below is an isolated ion of composition C3H6N3O2Si and charge +1 at a distorted geometry, with properties calculated with wB97M-V/def2-TZVPD.

```
! wB97M-V def2-TZVPD RIJCOSX def2/J DEFGRID3
* xyz 1 1
O 5.876 1.111 -0.511
C 5.020 0.538 -0.045
N 4.051 0.092 0.565
C 3.227 -0.950 0.222
O 3.564 -2.031 -0.183
N 1.798 -0.705 0.339
C 1.316 0.555 0.296
N 0.027 0.779 -0.050
Si -1.384 -0.332 -0.271
H 1.191 -1.627 0.444
H 2.094 1.324 0.420
H -0.162 1.707 0.338
H -2.346 0.177 0.720
H -0.898 -1.788 0.319
H -1.789 -0.087 -1.628
*
```

As for the structure (SMILES): O=C=NC(=O)N/C=[NH+]\[SiH3]. The value obtained for the LUMO energy is -4.711 eV. The calculation puts the relative energy (zero: lowest compared OMol25 entry of this formula, charge and spin) at 0.000 eV. For the HOMO energy, the calculation gives -15.19 eV.